Record 1
Formula: C47H56As2Br2CsF6I2NO3PS4
Source: the Open Molecules 2025 dataset
Level of theory: wB97M-V/def2-TZVPD

```
125
C47H56As2Br2CsF6I2NO3PS4 wB97M-V/def2-TZVPD
Cs -0.1521 0.2371 0.7003
C -0.0053 -0.5092 -4.3532
C 1.0761 -1.4790 -4.8138
S 2.1536 -2.0231 -3.4561
C 2.1612 -3.8162 -3.6933
C 0.8191 -4.5412 -3.5897
S -0.0785 -4.2087 -2.0475
C -1.7280 -3.7063 -2.6234
C -1.8130 -2.5446 -3.6078
S -1.0273 -1.0460 -2.9619
H 0.4475 0.4111 -3.9804
H -0.6418 -0.2342 -5.1981
H 0.6402 -2.3618 -5.2808
H 1.6874 -0.9855 -5.5722
H 2.6219 -4.0473 -4.6564
H 2.8418 -4.1782 -2.9163
H 0.1714 -4.2822 -4.4249
H 1.0059 -5.6149 -3.6570
H -2.2609 -4.5716 -3.0264
H -2.2282 -3.4246 -1.6947
H -1.3498 -2.7930 -4.5614
H -2.8684 -2.3427 -3.8086
Br -1.3101 3.6940 3.1401
C -1.2938 2.2760 4.4483
Br -2.6583 0.9526 4.1148
H -1.4864 2.7187 5.4171
H -0.3343 1.7814 4.3976
I 0.4705 3.8506 -4.3904
C -0.9532 4.0901 -2.9031
C -1.5981 5.2980 -2.7401
C -2.5660 5.4533 -1.7522
I -3.4613 7.3264 -1.5929
C -2.9445 4.3810 -0.8729
C -3.9366 4.4696 0.1202
C -4.2111 3.3796 0.9042
C -3.4828 2.2017 0.6940
N -2.5601 2.0901 -0.2378
C -2.2868 3.1445 -1.0072
C -1.2323 2.9402 -2.0386
O -0.6338 1.8751 -2.1484
H -1.3506 6.1290 -3.3848
H -4.4703 5.3992 0.2641
H -4.9526 3.4248 1.6887
H -3.6404 1.3260 1.3137
C 3.8602 3.7244 1.1882
C 3.1492 4.1232 -0.0961
S 2.1612 2.7894 -0.8440
O 1.6604 1.9555 0.2978
C 3.4373 1.7950 -1.6584
C 4.4721 1.1935 -0.7214
H 4.0498 4.6141 1.7884
H 4.8131 3.2341 0.9985
H 3.2391 3.0451 1.7725
H 3.8099 4.5098 -0.8740
H 2.3939 4.8854 0.1068
H 3.8669 2.4213 -2.4421
H 2.8433 1.0149 -2.1411
H 5.2996 1.8816 -0.5437
H 4.8764 0.2809 -1.1597
H 4.0143 0.9293 0.2324
F 1.6344 -0.5662 2.3557
P 2.1528 0.2534 3.6894
F 2.6304 1.0618 4.9894
F 0.7539 -0.1455 4.4174
F 3.5013 0.6415 2.9003
F 2.8260 -1.1035 4.2415
F 1.4262 1.5946 3.1082
C 4.4632 -3.1055 -1.1251
As 3.2527 -2.2125 0.1475
C 4.5894 -2.1401 1.5726
C 2.1414 -3.7264 0.8233
C 2.8485 -5.0076 1.1084
C 2.9145 -6.0086 0.1401
C 3.5910 -7.1953 0.3800
C 4.2153 -7.4061 1.6014
C 4.1499 -6.4215 2.5782
C 3.4726 -5.2362 2.3345
H 4.7040 -4.1176 -0.8029
H 5.3840 -2.5207 -1.1497
H 4.0448 -3.1247 -2.1351
H 5.1595 -3.0687 1.6110
H 4.1164 -1.9510 2.5309
H 5.2657 -1.3114 1.3627
H 1.3538 -3.8705 0.0782
H 1.6852 -3.3110 1.7251
H 2.4200 -5.8498 -0.8123
H 3.6287 -7.9592 -0.3864
H 4.7428 -8.3313 1.7922
H 4.6270 -6.5789 3.5371
H 3.4211 -4.4739 3.1029
O -2.3373 -0.9698 0.7199
As -3.6301 -2.0073 0.7053
C -4.8706 -1.5621 2.1062
C -5.8720 -0.6291 1.8588
C -6.6578 -0.1704 2.9056
C -6.4413 -0.6423 4.1927
C -5.4460 -1.5774 4.4376
C -4.6574 -2.0396 3.3944
C -4.6164 -1.8392 -0.9324
C -5.7397 -2.6026 -1.2384
C -6.4090 -2.3838 -2.4318
C -5.9607 -1.4009 -3.3082
C -4.8496 -0.6344 -2.9917
C -4.1731 -0.8487 -1.7981
C -2.9544 -3.7895 0.9690
C -3.5195 -4.9352 0.4205
C -2.8728 -6.1536 0.5642
C -1.6653 -6.2255 1.2457
C -1.1004 -5.0825 1.7911
C -1.7418 -3.8600 1.6518
H -6.0349 -0.2609 0.8511
H -7.4371 0.5562 2.7178
H -7.0490 -0.2779 5.0099
H -5.2764 -1.9389 5.4424
H -3.8714 -2.7608 3.5842
H -6.1064 -3.3495 -0.5433
H -7.2813 -2.9745 -2.6772
H -6.4857 -1.2329 -4.2390
H -4.4980 0.1283 -3.6743
H -3.2943 -0.2681 -1.5388
H -4.4473 -4.8839 -0.1363
H -3.3038 -7.0452 0.1292
H -1.1546 -7.1744 1.3398
H -0.1503 -5.1370 2.3060
H -1.2901 -2.9527 2.0380
```

Its multiplicity is 2. The value obtained for the energy is -14873.643906 hartree. The LUMO energy (spin up / spin down) is -0.3 / -2.5 eV. The net charge is 0.


Record 2
Formula: C47H56BClN5O2P2W
Source: the Open Molecules 2025 dataset
Level of theory: wB97M-V/def2-TZVPD

```
115
C47H56BClN5O2P2W wB97M-V/def2-TZVPD
W -0.5420 -0.0159 0.8321
C 1.4645 2.7225 -4.2800
C 1.7382 1.3834 -4.5105
C 1.1546 0.4022 -3.7206
C 0.2978 0.7647 -2.6846
C -0.0019 2.1098 -2.4796
C 0.5823 3.0836 -3.2713
P -0.5295 -0.4506 -1.6172
C 0.0506 -2.0954 -2.0897
C -0.8577 -3.1248 -2.3289
C -0.4033 -4.4104 -2.5847
C 0.9580 -4.6765 -2.6026
C 1.8680 -3.6555 -2.3633
C 1.4205 -2.3708 -2.1030
C -2.2515 -0.2867 -2.1052
C -2.7303 -0.5629 -3.3606
C -4.0636 -0.2579 -3.6864
C -4.8769 0.3370 -2.7616
C -4.4027 0.6466 -1.4653
C -5.2378 1.2533 -0.4945
C -4.7489 1.5157 0.7511
C -3.4138 1.1810 1.0763
C -2.5288 0.6007 0.1829
C -3.0631 0.3329 -1.1239
H 1.9254 3.4842 -4.8945
H 2.4048 1.0946 -5.3120
H 1.3736 -0.6368 -3.9247
H -0.7031 2.4037 -1.7052
H 0.3459 4.1263 -3.1054
H -1.9216 -2.9240 -2.3461
H -1.1129 -5.2004 -2.7918
H 1.3111 -5.6764 -2.8161
H 2.9301 -3.8603 -2.3816
H 2.1367 -1.5827 -1.9068
H -2.0867 -1.0029 -4.1132
H -4.4359 -0.4843 -4.6760
H -5.9000 0.5858 -3.0144
H -6.2562 1.5074 -0.7599
H -5.3816 1.9867 1.4940
H -3.1101 1.3606 2.1082
N -0.1844 4.4184 4.8992
C -0.5431 3.9753 3.4997
C -0.5243 2.4501 3.3574
N -0.6650 2.0708 1.9525
H -0.2254 5.4386 4.9777
H 0.7655 4.1351 5.1535
H -0.8215 4.0360 5.6021
H 0.1916 4.4352 2.8391
H -1.5238 4.3971 3.2840
H -1.3147 1.9867 3.9524
H 0.4304 2.0596 3.7224
H 0.0875 2.5138 1.4134
H -1.5366 2.4165 1.5519
C -3.9853 -3.8663 3.8056
N -4.6959 -2.6078 3.2672
C -5.3603 -2.9843 1.9243
N -4.4029 -3.5152 1.0268
C -3.7466 -4.6888 1.6009
N -3.0672 -4.3629 2.8510
C -1.9057 -3.4955 2.6560
P -2.3659 -1.8674 1.9048
C -3.7391 -1.4624 3.1075
C -3.4530 -2.5115 0.5524
H -4.7749 -4.5913 4.0057
H -3.4934 -3.5808 4.7352
H -5.4292 -2.3400 3.9258
H -5.8245 -2.0779 1.5350
H -6.1219 -3.7250 2.1705
H -3.0233 -5.0835 0.8893
H -4.4980 -5.4554 1.7959
H -1.1920 -4.0020 2.0061
H -1.4038 -3.3353 3.6135
H -4.3083 -0.6041 2.7498
H -3.3282 -1.2367 4.0933
H -2.8200 -2.9491 -0.2228
H -3.9955 -1.6793 0.1004
Cl 1.2531 -4.6668 2.1572
C 1.1862 -3.1757 3.0393
C 1.4527 -3.1932 4.3990
C 1.4430 -2.0115 5.1270
C 1.2024 -0.8072 4.4860
C 0.9553 -0.8062 3.1190
C 0.9011 -1.9831 2.3656
C 0.5546 -1.8679 0.9291
H 1.6889 -4.1331 4.8793
H 1.6727 -2.0340 6.1833
H 1.2626 0.1218 5.0389
H 0.9272 0.1719 2.6108
H 0.2049 -2.7985 0.4837
H 1.4616 -1.6168 0.3655
C 7.0305 1.5569 -2.7648
C 6.1083 2.7552 -3.0203
C 5.5522 2.6636 -4.4513
C 6.9367 4.0359 -2.8895
C 4.9120 2.7492 -2.0666
C 4.3538 3.9438 -1.5975
C 3.2067 3.9872 -0.8082
C 2.6341 2.7765 -0.5028
O 1.4660 2.4961 0.2081
B 1.2909 1.1059 0.1008
O 2.3776 0.5336 -0.5258
C 3.1750 1.5826 -0.9466
C 4.3093 1.5359 -1.7224
H 7.9205 1.6407 -3.3880
H 6.5588 0.6071 -3.0180
H 7.3527 1.5172 -1.7231
H 6.3678 2.6755 -5.1756
H 4.8941 3.5078 -4.6666
H 4.9861 1.7399 -4.5915
H 7.8318 3.9504 -3.5053
H 7.2540 4.2089 -1.8600
H 6.3963 4.9158 -3.2397
H 4.8239 4.8806 -1.8565
H 2.7874 4.9266 -0.4754
H 4.7039 0.5890 -2.0604
```

Its multiplicity is 3. The value obtained for the energy is -3482.865150 hartree. The LUMO energy (spin up / spin down) is -7.5 / -7.8 eV. The net charge is +3.


Energy relative to the best compared isomer or geometry (same formula, charge and spin) for the records above, in order: 1.526; 0.657 eV